(1)
Formula: C21H21N4O3
Source: the OMol25 dataset
Level of theory: ωB97M-V/def2-TZVPD

Summary:
E_tot in a.u.: -1256.7580
E_HOMO in Eh: -0.3996
ΔE to the lowest compared entry with this formula, charge and spin in kJ/mol: 1567.69
Total charge: +1
Kohn-Sham gap in eV: 7.68

Positions of all 49 atoms, in Å:
1 C 5.4388 1.4551 -0.9532
2 H 6.5311 1.8787 -0.9123
3 H 4.7883 2.2988 -0.8343
4 H 5.3297 1.0865 -2.0994
5 O 5.3539 0.1940 -0.2873
6 C 4.1392 -0.4307 0.0091
7 C 4.1018 -1.5172 1.0535
8 C 3.0629 -2.1659 0.9532
9 C 1.8696 -1.9385 0.2428
10 C 1.9767 -0.9742 -0.6032
11 C 2.9845 0.0786 -0.7770
12 H 2.8791 0.7733 -1.6185
13 N 0.7278 -0.8693 -1.4594
14 H 0.9350 -0.4468 -2.3023
15 H 0.0841 -1.5307 -1.3711
16 C -0.1580 0.4321 -0.7079
17 N 0.6021 1.3424 -0.4015
18 C -0.2326 2.4665 0.1313
19 C 0.5444 3.7911 0.4384
20 C -0.3360 4.7595 1.1373
21 C -1.7450 4.6030 1.0108
22 C -2.4607 3.5721 0.8183
23 C -1.6146 2.5237 0.1801
24 C -2.2422 1.2419 -0.2171
25 N -1.3863 0.3971 -1.1003
26 N -3.4073 0.9956 -0.4551
27 H -4.1074 1.4759 -0.0644
28 C -4.0159 -0.0734 -1.0554
29 C -3.6541 -1.5120 -0.2271
30 C -3.6854 -1.9612 1.0134
31 C -3.0486 -3.0630 0.9510
32 C -2.5942 -3.4162 -0.3722
33 O -2.8319 -2.3261 -1.0406
34 H -2.0421 -4.3390 -0.6943
35 H -3.0176 -3.8839 1.8569
36 H -4.1953 -1.2300 1.7787
37 H -3.7313 -0.2977 -2.2477
38 H -5.1405 -0.1378 -0.6913
39 H -3.4359 3.4625 0.7546
40 H -2.3852 5.5531 1.6083
41 H 0.2600 5.5329 1.5298
42 H 1.3754 3.8112 0.6745
43 O 0.6623 -2.7157 0.4542
44 C 0.6472 -3.8725 1.3893
45 H 0.7568 -3.3055 2.3066
46 H 1.5785 -4.5772 1.1132
47 H -0.2301 -4.2384 1.3230
48 H 3.2591 -3.1265 1.8415
49 H 5.1148 -1.4662 1.3574


(2)
Formula: C21H21NO4
Source: the OMol25 dataset
Level of theory: ωB97M-V/def2-TZVPD

Summary:
E_tot in a.u.: -1168.3738
E_HOMO in Eh: -0.2717
ΔE to the lowest compared entry with this formula, charge and spin in kJ/mol: 576.73
Kohn-Sham gap in eV: 6.40

Positions of all 47 atoms, in Å:
1 C -4.5296 -1.2702 -2.4202
2 C -3.1501 -0.6156 -2.8052
3 O -2.3290 -0.7051 -1.6650
4 C -1.0065 -0.3966 -1.9052
5 O -0.5240 -0.2425 -3.0047
6 C -0.2663 -0.2071 -0.6619
7 C -0.2743 0.8806 0.2670
8 C -1.0412 2.1845 -0.0121
9 C -0.4790 3.4576 0.3876
10 C -1.0135 4.5906 -0.2299
11 C -2.1707 4.5902 -1.0250
12 C -2.8164 3.3624 -1.2049
13 C -2.2321 2.1690 -0.6747
14 C 0.6077 0.5816 1.4117
15 C 0.9822 1.3090 2.5384
16 C 1.9427 0.7302 3.3968
17 C 2.3502 -0.5652 3.3115
18 O 3.1720 -0.9762 4.2632
19 C 3.1026 -2.2567 4.9211
20 C 2.0737 -1.3099 2.1442
21 C 1.1959 -0.6782 1.2229
22 C 0.6714 -1.2087 -0.1610
23 N 1.0700 -2.4094 -0.7723
24 O 1.5185 -3.3319 -0.0839
25 C 1.6958 -2.3422 -2.1228
26 C 3.1661 -2.0076 -1.8844
27 H -4.3031 -2.3133 -2.1160
28 H -5.2987 -1.2484 -3.2528
29 H -4.8521 -0.8586 -1.3769
30 H -3.2933 0.4814 -3.1188
31 H -2.6247 -1.2109 -3.6003
32 H 0.4190 3.3894 0.9728
33 H -0.4148 5.5073 -0.1266
34 H -2.5605 5.4493 -1.5215
35 H -3.6486 3.3180 -1.8980
36 H -2.8338 1.3012 -0.8821
37 H 0.5925 2.3203 2.7420
38 H 2.2015 1.2429 4.2502
39 H 3.2906 -2.0126 5.9365
40 H 3.8378 -2.9627 4.4516
41 H 2.1042 -2.6579 4.8972
42 H 2.4028 -2.3566 2.1727
43 H 1.1959 -1.6283 -2.7975
44 H 1.5993 -3.3658 -2.4734
45 H 3.2064 -1.0681 -1.3224
46 H 3.5184 -1.9277 -2.8679
47 H 3.7453 -2.7314 -1.2997


(3)
Formula: C21H22AlINO12
Source: the OMol25 dataset
Level of theory: ωB97M-V/def2-TZVPD

Summary:
E_tot in a.u.: -2311.2535
E_HOMO in Eh: -0.1712
ΔE to the lowest compared entry with this formula, charge and spin in kJ/mol: 5.83
Total charge: -1
Kohn-Sham gap in eV: 4.90

Positions of all 58 atoms, in Å:
1 C 0.6558 -0.5188 -1.6247
2 C -0.0633 0.7809 -1.9983
3 C -1.1531 0.5148 -3.0246
4 I -1.8004 2.4147 -3.8172
5 Al -2.7826 -0.4776 -2.2455
6 N -3.4063 0.7180 -0.9343
7 H 1.5759 -0.3073 -1.0765
8 H 0.9239 -1.0651 -2.5294
9 H 0.0135 -1.1641 -1.0319
10 H -0.5316 1.1966 -1.1045
11 H 0.6819 1.4937 -2.3660
12 H -0.7200 0.0150 -3.8893
13 H -2.2762 -1.8833 -1.5786
14 H -3.8808 -0.8214 -3.3935
15 H -4.0936 0.2602 -0.3476
16 H -2.6277 0.9475 -0.3258
17 C -3.9273 1.8322 5.0967
18 C -3.9534 0.6917 4.3937
19 C -3.9962 0.6677 2.8774
20 O -4.0208 -0.4397 2.3764
21 C -4.0076 1.9248 2.1573
22 C -3.9841 3.0618 2.8669
23 C -3.9417 3.0870 4.3763
24 O -3.9153 4.1832 4.9123
25 O -3.9832 4.2731 2.3286
26 O -3.9473 -0.5160 4.9267
27 H -3.8979 1.8579 6.1767
28 H -4.0160 1.9035 1.0710
29 H -3.9524 4.8979 3.0761
30 H -3.9706 -1.1307 4.1633
31 C 0.1689 0.0918 3.0063
32 C 1.2187 0.0296 3.8348
33 C 2.3054 1.0814 3.8498
34 O 3.2038 0.9186 4.6603
35 C 2.2240 2.1837 2.9223
36 C 1.1765 2.2495 2.0829
37 C 0.0715 1.2141 2.0931
38 O -0.8405 1.3973 1.3160
39 O 1.0019 3.1977 1.1894
40 O 1.4190 -0.9372 4.7169
41 H -0.6113 -0.6564 2.9809
42 H 3.0158 2.9189 2.9279
43 H 0.1804 2.9826 0.7003
44 H 2.2534 -0.7096 5.1703
45 C 4.4662 -4.4583 -4.9795
46 C 3.2261 -3.9528 -5.0739
47 C 2.8468 -2.6201 -4.4627
48 O 1.7009 -2.2597 -4.6301
49 C 3.8521 -1.8758 -3.7285
50 C 5.0860 -2.3869 -3.6331
51 C 5.4699 -3.7077 -4.2610
52 O 6.6278 -4.0630 -4.1143
53 O 6.0878 -1.8040 -2.9932
54 O 2.2274 -4.5416 -5.6977
55 H 4.7476 -5.4061 -5.4154
56 H 3.5649 -0.9345 -3.2811
57 H 6.8521 -2.4023 -3.0970
58 H 1.4552 -3.9476 -5.5953


(4)
Formula: C21H22Cl5N9O5PRe
Source: the OMol25 dataset
Level of theory: ωB97M-V/def2-TZVPD

Summary:
E_tot in a.u.: -4402.9780
E_HOMO (spin up / spin down) in Eh: -0.1081 / -0.1193
2S+1: 2
ΔE to the lowest compared entry with this formula, charge and spin in kJ/mol: 229.44
Total charge: -1
Kohn-Sham gap (spin up / spin down) in eV: 3.99 / 4.51
<S²>: 0.84

Positions of all 64 atoms, in Å:
1 Re -0.8917 0.2392 0.0242
2 N -0.8833 1.7408 -3.2024
3 C -1.4636 2.4579 -2.1623
4 N -2.0298 3.6274 -2.3476
5 N -2.4621 3.9754 -1.1145
6 N -2.1683 3.0699 -0.2585
7 N -1.5070 2.0655 -0.8861
8 C -0.7540 0.3900 -3.1906
9 N -0.5757 -0.3336 -4.3049
10 N -0.4361 -1.5825 -3.9164
11 N -0.5430 -1.5984 -2.5898
12 N -0.7199 -0.3470 -2.0919
13 H -0.9981 2.1474 -4.1174
14 Cl 1.8835 1.3651 -1.4827
15 C 2.1428 -0.1008 -0.5679
16 C 1.0838 -0.5970 0.2129
17 C 1.4443 -1.7013 1.0090
18 Cl 0.2985 -2.3893 2.1147
19 C 2.7187 -2.2724 0.9968
20 Cl 3.0839 -3.6475 1.9819
21 C 3.7274 -1.7283 0.2106
22 Cl 5.3366 -2.3474 0.2854
23 C 3.4295 -0.6310 -0.5882
24 Cl 4.6751 0.0709 -1.5593
25 C -1.2428 3.8490 2.4271
26 O -0.3280 2.8137 2.0811
27 P -0.6502 1.2292 2.0770
28 O 0.5536 0.7684 3.0679
29 C 1.8981 1.1247 2.7602
30 O -1.8889 1.0325 3.0776
31 C -1.8444 1.3341 4.4698
32 H -0.9440 4.2674 3.3918
33 H -2.2647 3.4782 2.4721
34 H -1.1987 4.6147 1.6569
35 H 2.2631 1.8124 3.5249
36 H 1.9802 1.6112 1.7871
37 H 2.5072 0.2204 2.7589
38 H -2.5157 0.6376 4.9687
39 H -2.1930 2.3546 4.6396
40 H -0.8384 1.2177 4.8680
41 O -1.8282 -1.4198 0.6060
42 O -2.7054 -0.6230 -0.2302
43 C -0.6971 -4.5327 -3.5321
44 C -0.1607 -4.0747 -2.1677
45 C -0.8096 -4.9510 -1.0860
46 C -0.5189 -2.6725 -1.7804
47 C 1.3743 -4.1667 -2.1435
48 C 2.1178 -3.4250 -3.0637
49 C 3.5020 -3.4755 -3.0691
50 C 4.1753 -4.2780 -2.1584
51 C 3.4496 -5.0115 -1.2354
52 C 2.0616 -4.9523 -1.2241
53 H -1.7782 -4.3893 -3.5792
54 H -0.4816 -5.5967 -3.6471
55 H -0.2474 -3.9928 -4.3602
56 H -1.8911 -4.8157 -1.1163
57 H -0.4735 -4.6727 -0.0858
58 H -0.5844 -6.0046 -1.2576
59 H -0.7964 -2.4311 -0.7561
60 H 1.6082 -2.7936 -3.7805
61 H 4.0557 -2.8773 -3.7818
62 H 5.2568 -4.3086 -2.1526
63 H 3.9618 -5.6184 -0.4991
64 H 1.5242 -5.5197 -0.4779


(5)
Formula: C21H22ClN4O5Re
Source: the OMol25 dataset
Level of theory: ωB97M-V/def2-TZVPD

Summary:
E_tot in a.u.: -1946.6711
E_HOMO (spin up / spin down) in Eh: -0.4092 / -0.4203
2S+1: 2
ΔE to the lowest compared entry with this formula, charge and spin in kJ/mol: 113.19
Total charge: +1
Kohn-Sham gap (spin up / spin down) in eV: 7.51 / 7.01
<S²>: 0.76

Positions of all 54 atoms, in Å:
1 Re 0.1761 0.1121 0.5240
2 O -1.9862 3.0914 -1.2827
3 C -1.3590 2.4103 -0.5035
4 N -0.6837 1.2563 -0.8275
5 C -0.2532 1.1249 -2.2083
6 C 1.2266 0.9020 -2.1351
7 C 2.1020 1.0239 -3.1965
8 C 3.4579 0.8634 -2.9693
9 C 3.9069 0.5894 -1.6844
10 C 2.9812 0.4458 -0.6767
11 N 1.6657 0.5862 -0.9034
12 C -1.1449 2.8041 0.9285
13 C -1.7680 3.8957 1.4898
14 C -1.3802 4.2861 2.7647
15 C -0.3690 3.5862 3.4036
16 C 0.2005 2.4936 2.7710
17 N -0.1960 2.0949 1.5607
18 H -0.7489 0.2912 -2.7170
19 H -0.4808 2.0348 -2.7653
20 H 1.7210 1.2595 -4.1807
21 H 4.1617 0.9637 -3.7847
22 H 4.9584 0.4775 -1.4648
23 H 3.2746 0.2106 0.3370
24 H -2.5157 4.4249 0.9158
25 H -1.8466 5.1365 3.2434
26 H -0.0181 3.8733 4.3843
27 H 0.9862 1.9220 3.2439
28 O 0.8481 -2.3200 3.1788
29 Cl 0.6672 -0.9314 3.1041
30 O 0.7778 -0.2647 4.3392
31 O -0.6203 -0.5926 2.4363
32 O 1.6211 -0.3213 2.0959
33 C -2.5247 -1.7504 1.1920
34 N -1.9538 -0.9704 0.0615
35 C -3.0237 -0.0439 -0.3620
36 C -1.7106 -1.9426 -1.0357
37 C -0.3336 -2.5063 -0.9446
38 C -0.0177 -3.6820 -1.6167
39 C 1.2534 -4.2179 -1.5168
40 C 2.2033 -3.5821 -0.7247
41 C 1.8792 -2.4073 -0.0696
42 C 0.6084 -1.8189 -0.1764
43 H -3.4522 -2.2148 0.8515
44 H -2.7413 -1.1056 2.0358
45 H -1.8256 -2.5254 1.4972
46 H -3.9413 -0.6134 -0.5289
47 H -2.7726 0.4720 -1.2795
48 H -3.2119 0.6847 0.4267
49 H -1.9206 -1.4686 -1.9972
50 H -2.4297 -2.7608 -0.9311
51 H -0.7730 -4.1862 -2.2094
52 H 1.4996 -5.1337 -2.0376
53 H 3.1924 -4.0079 -0.6149
54 H 2.6330 -1.9489 0.5590


(6)
Formula: C21H22ClNO4
Source: the OMol25 dataset
Level of theory: ωB97M-V/def2-TZVPD

Summary:
E_tot in a.u.: -1629.3354
E_HOMO in Eh: -0.2865
ΔE to the lowest compared entry with this formula, charge and spin in kJ/mol: 134.46
Kohn-Sham gap in eV: 8.40

Positions of all 49 atoms, in Å:
1 C 0.3708 -1.0108 4.0423
2 C 0.5873 -1.2275 2.5523
3 C 1.6822 -0.7267 1.8962
4 N 1.6668 -1.1470 0.5769
5 C 2.7751 -0.8401 -0.3402
6 C 2.6488 0.5465 -0.8703
7 C 3.7712 1.3846 -0.8312
8 C 3.6622 2.7218 -1.2851
9 C 2.4736 3.2461 -1.7502
10 O 2.4505 4.5619 -2.1137
11 C 1.3076 2.4228 -1.8173
12 C -0.0720 2.9317 -2.2482
13 C -0.6539 3.9112 -1.1880
14 C -0.0577 3.5367 -3.6651
15 C 1.4298 1.0686 -1.4353
16 C 0.4902 -1.7832 0.3339
17 C -0.0957 -2.2645 -0.8579
18 Cl 0.6730 -2.1978 -2.4482
19 C -1.3605 -2.8480 -0.8160
20 C -2.0379 -2.9994 0.3836
21 O -3.2565 -3.6153 0.4058
22 C -4.2836 -3.0442 1.2545
23 C -4.4704 -3.7585 2.5621
24 O -5.3492 -3.3276 3.2919
25 O -3.6044 -4.7495 2.9591
26 C -1.4783 -2.5041 1.5604
27 C -0.2473 -1.8454 1.5338
28 H 1.1080 -0.3564 4.4535
29 H -0.5749 -0.5270 4.2471
30 H 0.4255 -1.9646 4.6107
31 H 2.5113 -0.1001 2.3202
32 H 3.7188 -0.9604 0.1798
33 H 2.8530 -1.4859 -1.1975
34 H 4.6983 0.9446 -0.4730
35 H 4.5422 3.3318 -1.2317
36 H 1.6737 4.7290 -2.6708
37 H -0.7412 2.0758 -2.2897
38 H -0.7655 3.3913 -0.2128
39 H -0.0115 4.7804 -1.0512
40 H -1.6237 4.2792 -1.5140
41 H -1.0653 3.7614 -4.0026
42 H 0.4795 4.4699 -3.7156
43 H 0.3978 2.7900 -4.3323
44 H 0.5887 0.3700 -1.4514
45 H -1.9087 -3.1493 -1.6967
46 H -5.2235 -3.1271 0.6769
47 H -4.0882 -1.9880 1.4021
48 H -3.9822 -5.0900 3.7546
49 H -2.0340 -2.6170 2.5084


(7)
Formula: C21H22GeN7PdS
Source: the OMol25 dataset
Level of theory: ωB97M-V/def2-TZVPD

Summary:
E_tot in a.u.: -3799.6645
E_HOMO (spin up / spin down) in Eh: -0.1659 / -0.1800
2S+1: 3
ΔE to the lowest compared entry with this formula, charge and spin in kJ/mol: 23.70
Total charge: -1
Kohn-Sham gap (spin up / spin down) in eV: 6.81 / 5.61
<S²>: 2.05

Positions of all 53 atoms, in Å:
1 Pd 0.4716 -0.5766 -0.2443
2 S 0.6105 -1.4187 1.9645
3 C -0.9051 -2.3046 1.8556
4 N -1.2863 -2.8436 3.0167
5 N -2.3575 -3.6676 3.0737
6 C -3.5734 -3.6981 2.3926
7 C -4.2665 -4.9084 2.3546
8 C -5.5229 -4.9847 1.7755
9 C -6.1094 -3.8570 1.2222
10 C -5.4252 -2.6475 1.2755
11 C -4.1751 -2.5572 1.8588
12 N -1.5220 -2.5107 0.7022
13 N -1.0092 -1.8924 -0.3555
14 C -1.4792 -2.3450 -1.5903
15 C -2.3629 -3.4295 -1.6867
16 C -2.8327 -3.8354 -2.9225
17 C -2.4339 -3.1934 -4.0886
18 C -1.5486 -2.1276 -3.9959
19 C -1.0794 -1.7023 -2.7655
20 H -2.2495 -4.3457 3.8104
21 H -3.8030 -5.7961 2.7700
22 H -6.0384 -5.9367 1.7473
23 H -7.0843 -3.9168 0.7571
24 H -5.8725 -1.7562 0.8549
25 H -3.6614 -1.6082 1.9059
26 H -2.6762 -3.9266 -0.7809
27 H -3.5205 -4.6705 -2.9737
28 H -2.8031 -3.5194 -5.0519
29 H -1.2209 -1.6150 -4.8916
30 H -0.3963 -0.8612 -2.7128
31 N 2.1466 0.5889 -0.3216
32 C 3.2939 0.6929 -0.4618
33 C 4.6547 0.8622 -0.6614
34 C 5.2022 2.1630 -0.7310
35 N 5.6492 3.2255 -0.7877
36 C 5.4833 -0.2745 -0.8088
37 N 6.1636 -1.1982 -0.9336
38 C -3.7785 -0.1244 -1.1532
39 Ge -2.5402 1.0810 -0.2394
40 C -2.6455 0.8959 1.7060
41 C -3.1966 2.8898 -0.6846
42 C -0.6685 1.0491 -0.7945
43 H -4.7953 0.2022 -0.9268
44 H -3.6660 -1.1587 -0.8454
45 H -3.6329 -0.0678 -2.2323
46 H -3.6848 0.9234 2.0367
47 H -2.1117 1.7240 2.1733
48 H -2.1881 -0.0328 2.0466
49 H -4.2333 2.9952 -0.3617
50 H -3.1549 3.0601 -1.7606
51 H -2.6034 3.6604 -0.1922
52 H -0.1343 1.8354 -0.2559
53 H -0.5395 1.2227 -1.8652


(8)
Formula: C21H22HfN4O5P
Source: the OMol25 dataset
Level of theory: ωB97M-V/def2-TZVPD

Summary:
E_tot in a.u.: -1797.1060
E_HOMO in Eh: -0.6385
ΔE to the lowest compared entry with this formula, charge and spin in kJ/mol: 32.61
Total charge: +3
Kohn-Sham gap in eV: 5.56

Positions of all 54 atoms, in Å:
1 Hf 0.4829 -0.2107 -0.5290
2 C 0.4196 -3.0418 3.9291
3 C 0.4584 -3.2100 2.5414
4 C 0.6645 -2.1138 1.7398
5 C 0.8350 -0.8339 2.3340
6 C 0.7606 -0.6696 3.7224
7 C 0.5492 -1.7814 4.5116
8 N 1.0195 0.1904 1.4259
9 N 1.0313 1.4185 1.7455
10 C 0.9954 2.3178 0.6839
11 C 0.9017 3.6749 0.9473
12 C 0.7300 4.5573 -0.1158
13 C 0.7127 4.0705 -1.4171
14 C 0.8586 2.7087 -1.6225
15 N 0.9863 1.8472 -0.6023
16 H 0.2862 -3.9100 4.5615
17 H 0.3293 -4.1975 2.1196
18 H 0.7244 -2.2312 0.6382
19 H 0.8767 0.3184 4.1486
20 H 0.4823 -1.6721 5.5856
21 H 0.9445 4.0158 1.9737
22 H 0.6102 5.6166 0.0728
23 H 0.6019 4.7399 -2.2593
24 H 0.8930 2.2879 -2.6215
25 C 4.2967 -0.7375 -3.0012
26 P 3.7308 -0.7104 -1.3077
27 C 4.1414 0.8623 -0.5317
28 C 4.3885 -2.0510 -0.3205
29 O 2.1478 -0.8380 -1.3024
30 H 5.3874 -0.7028 -3.0360
31 H 3.8962 0.1265 -3.5329
32 H 3.9548 -1.6526 -3.4877
33 H 5.2273 0.9600 -0.4618
34 H 3.7328 0.9066 0.4778
35 H 3.7703 1.6873 -1.1377
36 H 5.4800 -2.0106 -0.3298
37 H 4.0734 -3.0091 -0.7367
38 H 4.0411 -1.9593 0.7095
39 O -1.1169 -1.0360 -1.4276
40 C -1.9257 -0.2711 -0.7515
41 O -1.2980 0.5136 0.0721
42 C -3.3506 -0.2870 -0.8835
43 C -3.9733 -1.1668 -1.7817
44 C -5.3491 -1.1784 -1.8763
45 C -6.0769 -0.3145 -1.0746
46 C -5.4852 0.5723 -0.1853
47 C -4.1119 0.5878 -0.0879
48 N -7.5743 -0.3326 -1.1676
49 O -8.0448 -1.1059 -1.9669
50 O -8.1595 0.4318 -0.4352
51 H -3.3717 -1.8264 -2.3933
52 H -5.8606 -1.8434 -2.5579
53 H -6.1051 1.2270 0.4094
54 H -3.6190 1.2663 0.5937


Which of these has the highest E_tot? C21H21NO4